Molecular formula: C3H2EuO3
Method: DFT, ωB97M-V/def2-TZVPD

Calculated values
Net charge ... +2
Orbital gap (alpha / beta) ... 6.29 / 7.28 eV
Strongest force on any atom ... 7.37 eV/Å
Spin multiplicity ... 8

Each line ends with the Löwdin charge.
Geometry (Å):
1 H 0.904 1.046 -0.434  0.303
2 O -1.342 1.295 0.337  -0.213
3 C -0.461 0.822 -0.493  -0.204
4 C 0.431 -0.252 0.124  -0.386
5 C 0.924 -1.292 -0.774  0.224
6 O 0.194 -0.569 1.366  -0.169
7 O 1.801 -2.037 -0.927  0.431
8 Eu -1.686 0.320 2.343  1.830
9 H -0.766 0.667 -1.543  0.184

Forces on the atoms, in the same order (eV/Å):
H 0.3829 -0.3956 0.4011
O 2.3714 0.1637 -1.9624
C -2.3008 -2.9574 1.8501
C -4.4594 2.0792 0.1765
C 6.7828 -2.6181 1.1795
O 1.8743 0.1135 -2.4473
O -4.6921 2.4868 -0.5365
Eu -0.8540 0.1577 1.4775
H 0.8948 0.9703 -0.1386